[1]
The following is a quantum chemistry calculation of a 11-piece molecular cluster, C48H116Cl2N7O8 overall, from OMol25.

For the lowest unoccupied orbital energy, the calculation gives -4.703 eV. The charge is +3. The calculation puts the orbital gap at 8.77 eV. The value obtained for the total energy is -103488.07712 eV.

```
181
Properties=species:S:1:pos:R:3:forces:R:3
C -8.800 -1.478 -2.714 0.0 1.1 -0.3
N -7.326 -1.463 -2.993 0.3 -0.2 -1.0
C -6.934 -0.267 -3.816 -1.2 0.2 -1.8
C -6.631 -1.357 -1.690 1.4 -2.0 -1.2
C -6.896 -2.742 -3.764 -1.1 -1.1 -0.4
C -5.484 -2.803 -4.319 -0.6 0.7 -0.3
O -4.506 -2.754 -3.299 0.7 2.3 -1.0
H -9.116 -2.408 -2.231 0.2 0.2 -0.2
H -9.318 -1.277 -3.643 -0.2 -0.5 -0.2
H -9.021 -0.592 -2.089 0.2 -0.6 0.0
H -7.380 -0.406 -4.871 0.6 0.3 1.7
H -5.846 -0.200 -3.933 -0.2 -0.1 0.3
H -7.351 0.653 -3.347 0.3 -0.7 -0.3
H -6.501 -0.367 -1.379 -0.3 1.5 0.4
H -5.639 -1.789 -1.888 -0.4 0.1 0.7
H -7.230 -1.962 -1.063 -0.1 -0.5 1.3
H -7.613 -2.923 -4.606 0.4 0.8 0.6
H -7.021 -3.672 -3.188 -0.2 0.8 0.8
H -5.469 -2.074 -5.146 1.0 0.4 0.6
H -5.450 -3.719 -4.904 0.1 -0.6 0.4
H -4.058 -1.798 -3.362 -0.8 -2.0 -0.2
C 1.532 -2.151 0.271 0.5 1.0 -0.2
N 0.909 -0.883 -0.201 -0.9 0.4 -0.5
C -0.513 -0.837 0.289 0.5 -1.3 -0.4
C 1.546 0.346 0.364 0.3 -1.0 0.4
C 0.863 -0.869 -1.722 -1.7 1.1 0.1
C 2.107 -0.448 -2.439 0.0 0.7 -1.7
O 3.227 -1.191 -2.078 0.6 0.8 1.0
H 0.908 -2.950 -0.057 -0.3 -0.7 -0.2
H 1.561 -2.093 1.329 -0.1 -0.2 1.2
H 2.536 -2.225 -0.121 0.0 0.0 -0.3
H -1.147 -1.410 -0.382 0.0 -0.3 0.0
H -0.851 0.170 0.233 -0.3 0.9 0.3
H -0.430 -1.289 1.273 -0.6 0.3 0.3
H 1.133 1.194 -0.159 0.0 0.4 0.1
H 2.583 0.178 0.165 0.9 0.5 -0.1
H 1.391 0.414 1.462 -0.2 -0.2 -0.8
H -0.016 -0.181 -1.982 1.2 -1.0 0.2
H 0.613 -1.884 -2.006 -0.2 -0.2 0.0
H 2.261 0.671 -2.351 0.2 -1.2 0.1
H 1.912 -0.659 -3.539 -0.1 0.5 1.0
H 3.300 -1.994 -2.651 -0.1 -0.4 -0.5
C 6.974 -3.657 0.240 1.3 0.8 1.2
N 6.870 -3.321 -1.179 0.2 1.0 -0.9
C 6.280 -1.918 -1.321 -0.8 -0.4 0.2
C 8.276 -3.189 -1.740 -0.9 -1.9 0.6
C 5.999 -4.329 -1.830 -0.6 -1.0 -1.1
C 6.418 -4.754 -3.261 -1.3 -1.8 0.9
O 6.554 -3.714 -4.206 -1.1 0.0 0.6
H 7.668 -2.891 0.704 -0.8 -1.0 -0.3
H 7.406 -4.673 0.365 -0.4 0.7 -0.1
H 5.998 -3.563 0.700 -0.2 -0.2 0.1
H 6.336 -1.490 -2.343 0.0 -0.9 0.4
H 6.929 -1.313 -0.688 -0.6 0.3 0.2
H 5.202 -1.984 -1.016 1.1 0.4 -0.1
H 8.196 -3.418 -2.817 0.5 1.6 0.5
H 8.873 -3.988 -1.315 0.1 -0.3 0.1
H 8.574 -2.305 -1.196 0.9 0.6 -1.2
H 4.973 -3.913 -1.914 0.5 -0.4 0.4
H 6.061 -5.263 -1.212 -0.4 0.9 -0.5
H 5.582 -5.543 -3.503 1.5 1.5 0.0
H 7.350 -5.346 -3.118 -0.3 0.6 -0.8
H 5.659 -3.281 -4.270 0.9 -0.6 0.0
C -1.034 -1.784 -8.766 -0.9 -0.7 1.3
N 0.102 -2.257 -7.848 -0.6 1.6 -0.8
C 0.278 -3.711 -7.998 0.6 -1.4 -0.2
C 1.284 -1.511 -8.311 -0.3 0.1 -1.4
C -0.074 -1.741 -6.438 -1.9 -1.3 0.9
C -1.475 -2.073 -5.876 1.0 -2.6 -1.1
O -2.378 -1.196 -6.464 -1.2 -0.4 1.1
H -1.735 -2.614 -8.838 0.0 0.0 -0.1
H -0.662 -1.531 -9.737 0.3 0.1 -0.4
H -1.599 -0.996 -8.251 0.6 0.0 -0.5
H 0.243 -4.026 -9.086 0.6 0.7 1.2
H -0.566 -4.223 -7.584 -0.7 0.0 0.4
H 1.143 -4.110 -7.396 -0.5 0.8 -1.0
H 1.283 -1.578 -9.408 0.9 -0.5 0.4
H 2.142 -1.814 -7.750 0.7 -0.3 -0.1
H 1.072 -0.477 -8.149 0.0 0.7 0.4
H -0.119 -0.684 -6.450 0.5 1.1 -0.5
H 0.757 -2.118 -5.877 0.2 -0.2 0.4
H -1.578 -2.125 -4.786 0.5 0.5 -0.1
H -1.675 -3.158 -6.173 -0.1 1.0 0.2
H -3.006 -1.056 -5.694 0.0 0.9 -0.8
C -4.686 6.435 0.845 -0.2 0.0 0.2
C -3.304 6.641 0.308 0.9 -0.4 -0.1
C -2.289 6.365 1.404 -0.1 -1.1 1.9
N -0.887 6.634 1.008 1.0 -0.2 -0.9
C -0.847 8.083 0.693 1.2 1.6 0.7
C -0.467 5.730 -0.143 1.2 -0.6 -0.8
C 1.074 5.368 0.068 -0.8 0.8 -1.0
C 1.425 6.059 1.373 2.3 2.6 -1.6
C 0.165 6.293 2.054 -1.9 -0.1 1.0
H -5.405 6.435 0.042 -0.3 -0.1 -0.2
H -4.887 7.297 1.449 -0.6 0.2 0.8
H -4.785 5.491 1.410 0.1 0.5 -0.2
H -3.142 7.656 -0.083 -0.5 -0.4 0.1
H -3.159 5.937 -0.502 0.3 -0.1 -0.3
H -2.194 5.320 1.740 -0.8 0.0 -0.4
H -2.535 6.932 2.356 0.4 -0.2 -1.2
H -1.276 8.318 -0.299 0.5 -0.3 0.6
H 0.203 8.523 0.818 -1.4 -0.8 -0.5
H -1.473 8.535 1.497 0.5 0.1 -0.8
H -0.719 6.195 -1.101 0.3 0.3 0.3
H -1.002 4.785 -0.110 -0.3 0.2 0.5
H 1.688 5.625 -0.833 -0.4 0.2 1.0
H 1.225 4.322 0.251 -0.6 -0.7 -0.3
H 1.902 7.051 1.170 -0.1 -0.7 0.0
H 2.148 5.533 1.973 0.0 -0.4 0.3
H 0.104 7.054 2.798 0.3 0.7 0.5
H -0.070 5.364 2.521 -1.1 -0.7 0.2
C 3.930 1.721 3.254 -0.1 -1.0 1.5
C 3.625 1.680 4.796 0.5 1.5 -0.8
C 3.256 0.305 5.229 -0.8 -0.7 -0.7
N 3.292 -0.010 6.666 -1.4 0.9 0.4
C 2.594 -1.343 6.882 2.2 0.2 -0.2
C 4.659 -0.026 7.211 -0.1 -1.2 0.4
C 4.437 0.145 8.707 0.1 0.7 0.2
C 3.025 0.705 8.902 0.0 2.0 0.2
C 2.623 1.110 7.504 0.5 -1.6 -0.8
H 4.663 0.987 2.941 0.5 0.0 0.3
H 4.224 2.691 2.992 0.8 1.4 -0.3
H 3.102 1.524 2.624 -1.3 -0.3 -0.2
H 2.791 2.382 4.990 0.4 -0.3 -0.1
H 4.510 2.111 5.332 -0.6 -0.5 -0.4
H 3.881 -0.430 4.772 0.7 -0.5 -0.4
H 2.259 0.041 4.864 -0.1 0.1 0.0
H 3.165 -2.040 6.246 -0.6 0.0 0.2
H 1.595 -1.249 6.546 -1.0 -0.1 -0.3
H 2.704 -1.645 7.920 -0.2 0.1 -0.1
H 5.138 -0.955 6.821 -0.1 0.8 0.6
H 5.191 0.860 6.949 0.3 0.4 -1.1
H 4.593 -0.743 9.245 0.3 -1.1 0.9
H 5.117 0.918 9.049 0.3 -0.3 0.3
H 2.279 0.048 9.281 -0.3 -0.8 0.6
H 3.059 1.606 9.568 -0.2 -0.9 -0.5
H 1.584 1.167 7.210 -0.3 -0.1 0.3
H 3.139 1.963 7.147 0.3 1.1 0.0
C -5.524 2.759 4.585 -0.4 0.2 -1.4
C -4.104 2.225 4.519 -0.2 -0.2 0.8
C -4.128 0.722 4.721 0.6 -0.8 0.1
N -2.746 0.048 4.472 1.2 0.3 0.8
C -2.426 0.162 3.014 0.3 -3.0 -0.6
C -2.709 -1.434 5.016 1.2 2.5 0.0
C -1.882 -1.433 6.299 -2.5 0.1 1.3
C -1.676 0.039 6.682 -0.8 0.3 0.0
C -1.546 0.666 5.300 -0.7 -1.5 0.3
H -5.839 2.976 5.572 -0.2 0.0 1.1
H -6.186 1.996 4.177 -0.4 0.2 -0.1
H -5.700 3.702 4.027 0.4 -0.6 0.1
H -3.568 2.719 5.326 0.6 0.1 -0.3
H -3.666 2.354 3.543 0.3 0.7 -0.2
H -4.789 0.341 3.921 0.4 -0.3 0.5
H -4.482 0.368 5.710 0.2 0.4 -0.5
H -1.453 -0.302 2.822 0.0 0.1 0.6
H -2.315 1.143 2.641 -0.4 1.3 -0.1
H -3.100 -0.506 2.403 0.1 1.1 0.8
H -2.225 -1.988 4.285 1.0 -1.0 -1.4
H -3.688 -1.730 5.073 -2.5 -0.7 0.5
H -0.931 -1.808 6.049 1.1 -0.8 -0.1
H -2.405 -2.061 7.095 0.9 0.8 -1.0
H -0.793 0.078 7.327 0.0 0.5 -0.3
H -2.490 0.558 7.211 0.0 -0.6 0.1
H -0.611 0.289 4.933 0.2 -0.5 -1.1
H -1.521 1.706 5.201 -0.4 1.6 0.0
C -1.480 0.807 -4.336 0.1 -2.1 -0.4
C -2.616 0.081 -3.553 1.2 0.3 0.0
O -3.544 -0.366 -4.312 -0.7 -0.4 0.9
O -2.507 -0.101 -2.326 -0.3 0.1 -0.7
H -0.540 0.187 -4.220 -0.7 1.1 0.4
H -1.382 1.846 -4.120 0.3 0.6 0.5
H -1.701 0.685 -5.395 -0.1 0.4 0.0
C 2.709 -5.410 -4.542 1.5 1.8 1.2
C 2.727 -3.861 -4.300 -0.9 -0.5 0.4
O 3.502 -3.343 -3.399 -0.5 -0.9 -1.4
O 1.852 -3.267 -4.977 1.3 0.2 0.8
H 2.405 -5.939 -3.646 -0.5 0.0 0.0
H 3.704 -5.756 -4.758 0.6 -0.2 -0.2
H 2.114 -5.525 -5.397 -1.0 -0.7 -0.8
Cl -0.936 3.054 1.523 0.0 -0.4 0.3
Cl 0.535 -2.059 3.820 0.1 0.4 0.0
```
Positions in Å, forces in eV/Å.

=====

[2]
The following is a quantum chemistry calculation of C48H120AsF6N6O6 as an isolated structure, from OMol25.

For the lowest unoccupied orbital energy, the calculation gives -9.112 eV. The charge is +5. The calculation puts the orbital gap at 9.45 eV. The value obtained for the energy above the lowest of the compared OMol25 structures with the same formula, charge and spin is 0.000 eV. The value obtained for the total energy is -150047.43651 eV.

```
187
Properties=species:S:1:pos:R:3:forces:R:3
C 3.484 1.984 3.269 -0.5 0.1 0.0
C 4.921 2.318 2.934 0.2 1.3 0.4
N 5.358 2.110 1.498 -0.7 -0.8 0.0
C 4.337 2.786 0.650 -0.6 0.9 0.3
C 6.693 2.766 1.297 0.5 0.2 -0.5
C 7.818 2.188 2.126 -0.6 -0.5 1.0
C 5.321 0.622 1.176 0.2 0.3 0.6
C 6.110 0.199 -0.032 0.2 0.1 -0.3
O 5.626 0.847 -1.185 -0.3 0.0 -0.2
C 6.283 0.383 -2.357 0.2 -0.5 0.1
H 3.316 1.989 4.345 0.4 -0.1 0.1
H 3.110 1.039 2.880 0.1 0.0 0.0
H 2.836 2.783 2.906 -0.1 -0.2 -0.2
H 5.655 1.928 3.632 0.0 -0.6 -0.3
H 5.026 3.403 3.042 0.0 0.0 0.1
H 3.361 2.369 0.883 0.1 -0.1 -0.1
H 4.491 2.716 -0.418 0.6 -0.3 0.0
H 4.330 3.833 0.956 0.0 0.0 -0.1
H 6.551 3.825 1.511 -0.1 0.0 0.1
H 6.900 2.694 0.229 0.0 -0.1 0.0
H 8.782 2.620 1.881 0.0 -0.1 -0.4
H 7.814 1.097 2.082 0.5 0.1 -0.4
H 7.683 2.372 3.196 0.0 0.3 -0.1
H 4.268 0.372 1.073 0.0 0.0 -0.1
H 5.695 0.123 2.070 0.1 -0.2 -0.1
H 5.997 -0.887 -0.146 0.0 0.0 0.1
H 7.177 0.414 0.088 0.0 -0.1 0.1
H 6.303 -0.715 -2.360 0.0 0.1 0.0
H 7.316 0.734 -2.404 0.0 0.1 -0.1
H 5.727 0.707 -3.233 0.0 0.2 0.1
C -1.927 4.770 3.869 -0.5 0.8 0.5
C -2.151 3.403 3.271 1.0 -0.4 0.3
N -2.728 2.398 4.244 -0.3 0.0 0.3
C -2.777 1.044 3.643 0.3 -1.0 -0.2
C -1.884 2.307 5.514 -0.7 -0.9 -0.1
C -0.411 2.163 5.288 1.1 0.6 0.6
C -4.132 2.766 4.673 0.0 1.2 -0.3
C -5.014 3.333 3.589 -0.1 0.4 -0.3
O -5.153 2.473 2.489 -0.3 -0.1 0.1
C -6.236 2.862 1.645 0.2 -0.3 -0.3
H -2.841 5.336 4.062 -0.1 -0.1 -0.2
H -1.318 5.411 3.233 0.0 -0.3 -0.3
H -1.414 4.748 4.830 0.1 -0.2 -0.1
H -1.174 2.972 3.051 -0.1 0.0 -0.4
H -2.754 3.384 2.371 -0.1 0.0 0.0
H -3.369 0.409 4.299 -0.3 0.1 -0.1
H -1.801 0.560 3.596 0.3 0.5 0.0
H -3.165 1.043 2.631 -0.3 0.3 0.1
H -2.234 1.405 6.023 -0.2 0.1 -0.1
H -2.202 3.126 6.151 0.5 0.3 0.0
H 0.064 3.119 5.062 0.0 -0.1 -0.2
H -0.064 1.414 4.578 -0.4 0.0 -0.3
H 0.042 1.854 6.234 -0.2 0.1 0.1
H -4.042 3.630 5.335 0.1 -0.4 0.4
H -4.587 1.924 5.182 0.1 -0.1 0.1
H -4.651 4.308 3.235 0.2 -0.1 0.1
H -5.962 3.604 4.076 -0.1 -0.5 -0.1
H -6.163 3.903 1.317 0.1 0.1 0.2
H -7.194 2.687 2.137 0.0 0.1 0.0
H -6.161 2.234 0.758 -0.2 -0.1 0.1
C 1.531 -4.754 -4.182 -0.3 0.7 -1.2
C 2.334 -3.466 -4.172 0.6 -0.2 0.9
N 1.895 -2.478 -3.095 0.1 0.3 -0.8
C 2.811 -1.277 -3.204 -0.5 0.0 0.0
C 0.473 -2.048 -3.331 -0.8 0.6 0.2
C 0.158 -1.366 -4.652 0.3 -0.7 -0.8
C 1.961 -3.020 -1.690 -0.1 0.2 0.2
C 3.208 -3.796 -1.336 0.8 -0.3 -0.8
O 4.368 -3.046 -1.673 -0.6 0.1 0.2
C 5.536 -3.839 -1.588 0.7 -0.7 0.6
H 2.032 -5.438 -4.869 0.2 -0.3 0.5
H 0.582 -4.602 -4.706 -0.2 0.1 0.4
H 1.357 -5.146 -3.188 0.1 -0.4 -0.1
H 2.344 -2.939 -5.123 -0.3 0.0 0.0
H 3.379 -3.632 -3.909 0.0 -0.3 -0.2
H 3.804 -1.626 -3.446 0.1 0.1 0.1
H 2.787 -0.734 -2.263 0.1 0.0 0.0
H 2.431 -0.636 -3.988 0.1 0.0 -0.1
H 0.210 -1.417 -2.478 0.1 0.1 0.0
H -0.195 -2.909 -3.298 0.4 -0.3 0.3
H 0.064 -2.114 -5.446 0.1 0.0 0.1
H 0.904 -0.667 -5.020 -0.2 0.3 0.2
H -0.821 -0.891 -4.627 0.1 0.2 0.3
H 1.065 -3.624 -1.555 0.1 -0.2 0.1
H 1.859 -2.145 -1.046 0.0 0.0 0.0
H 3.264 -4.739 -1.896 -0.3 0.0 0.1
H 3.234 -4.049 -0.272 -0.3 0.1 0.0
H 5.642 -4.584 -2.383 -0.2 0.3 -0.3
H 5.569 -4.435 -0.664 -0.2 0.3 0.1
H 6.398 -3.179 -1.562 0.0 0.0 -0.2
C -4.151 -2.155 1.001 -0.2 -0.9 0.0
C -4.960 -1.105 0.278 0.5 0.2 -0.1
N -4.714 -1.025 -1.227 0.5 -0.5 -0.1
C -3.249 -1.013 -1.522 0.2 0.2 0.5
C -5.327 -2.236 -1.884 -0.7 -0.5 0.0
C -5.374 -2.237 -3.408 0.2 1.2 0.5
C -5.224 0.290 -1.767 -0.8 0.0 -0.4
C -6.734 0.474 -1.816 -0.3 -0.1 0.2
O -7.317 0.239 -0.560 0.2 0.0 -0.1
C -8.744 0.306 -0.582 -0.1 -0.1 0.2
H -4.432 -3.176 0.722 0.0 0.1 -0.2
H -4.406 -2.125 2.062 0.1 0.3 0.0
H -3.075 -2.067 0.873 0.1 0.2 0.2
H -4.690 -0.119 0.658 -0.2 0.1 0.0
H -6.021 -1.271 0.390 -0.1 0.2 0.1
H -3.108 -0.986 -2.595 0.0 0.3 -0.1
H -2.732 -1.886 -1.139 -0.3 -0.2 0.0
H -2.825 -0.153 -1.004 0.1 0.1 -0.3
H -6.325 -2.348 -1.456 -0.1 0.2 -0.1
H -4.775 -3.105 -1.530 0.2 0.1 0.1
H -5.869 -1.333 -3.761 -0.3 -0.2 -0.1
H -5.945 -3.089 -3.758 0.2 -0.2 -0.1
H -4.370 -2.170 -3.823 0.0 -0.6 -0.2
H -4.913 0.339 -2.810 0.3 0.1 0.1
H -4.730 1.071 -1.195 0.0 0.0 0.1
H -7.180 -0.184 -2.572 0.0 -0.1 0.1
H -6.943 1.498 -2.154 0.2 0.0 0.0
H -9.069 -0.057 0.390 -0.1 0.1 0.0
H -9.161 -0.343 -1.356 0.1 0.0 0.0
H -9.098 1.328 -0.727 0.1 0.0 -0.1
C 2.607 2.867 -2.962 0.6 0.6 -0.2
C 1.621 3.355 -4.023 0.2 -0.7 0.5
N 1.229 4.789 -3.906 -0.6 0.8 -0.7
C 0.339 5.151 -5.090 -0.3 -0.7 0.6
C 0.434 5.071 -2.651 0.5 -0.8 1.1
C -0.913 4.395 -2.529 -0.7 -0.3 -0.3
C 2.395 5.719 -3.897 1.3 0.6 1.0
C 3.469 5.529 -4.944 -0.2 -0.2 -0.5
O 2.907 5.633 -6.221 0.1 -0.1 -0.1
C 3.891 5.614 -7.256 -0.1 0.4 -0.5
H 2.350 3.132 -1.939 -0.2 -0.2 0.0
H 3.583 3.310 -3.177 0.0 0.0 0.2
H 2.776 1.795 -3.023 -0.4 -0.1 0.0
H 0.693 2.794 -3.966 0.0 -0.1 -0.1
H 2.081 3.199 -4.996 -0.2 0.2 -0.2
H 0.186 6.222 -5.044 0.1 0.1 -0.4
H -0.606 4.635 -4.941 0.0 0.1 0.0
H 0.782 4.771 -5.998 0.3 0.5 -0.2
H 0.399 6.146 -2.500 -0.1 0.1 -0.3
H 1.026 4.657 -1.834 0.3 0.3 -0.1
H -0.984 3.472 -3.105 0.1 0.1 -0.1
H -1.746 5.034 -2.815 0.0 0.0 -0.1
H -1.083 4.048 -1.510 0.2 0.3 0.1
H 2.909 5.665 -2.928 -0.2 -0.5 0.0
H 2.054 6.754 -3.867 -0.5 -0.1 -0.6
H 3.974 4.558 -4.837 0.0 0.0 0.1
H 4.235 6.295 -4.772 -0.1 0.1 0.1
H 4.469 6.542 -7.258 0.2 -0.2 0.3
H 3.374 5.603 -8.214 -0.2 -0.2 0.1
H 4.531 4.733 -7.185 0.1 0.1 0.1
C -0.477 -3.715 1.617 0.5 0.1 0.1
C -1.268 -4.743 2.401 0.2 -0.7 -0.1
N -0.663 -5.191 3.711 0.7 -0.3 0.7
C 0.626 -5.938 3.494 -0.3 0.1 -0.4
C -0.322 -3.991 4.568 0.2 0.8 -0.6
C 0.166 -4.253 5.974 -0.5 -0.3 0.3
C -1.609 -6.104 4.501 0.1 0.4 0.0
C -2.255 -7.245 3.762 -0.6 0.3 -0.9
O -3.238 -6.731 2.873 0.2 0.1 0.1
C -3.786 -7.737 2.020 -0.6 0.1 0.3
H -1.010 -3.469 0.699 -0.2 0.0 0.1
H 0.505 -4.071 1.294 -0.1 -0.2 0.1
H -0.291 -2.790 2.160 -0.2 0.1 -0.1
H -1.345 -5.680 1.856 -0.2 0.1 -0.3
H -2.287 -4.430 2.611 0.0 0.1 0.1
H 1.347 -5.236 3.086 0.1 -0.1 -0.1
H 0.450 -6.769 2.816 0.0 0.0 -0.1
H 0.995 -6.322 4.438 -0.1 0.0 0.1
H -1.172 -3.309 4.492 -0.3 -0.3 0.4
H 0.460 -3.441 4.041 0.1 -0.3 -0.1
H -0.474 -4.961 6.498 0.0 0.2 0.2
H 0.122 -3.316 6.526 0.1 0.0 0.0
H 1.182 -4.633 6.037 0.1 0.1 -0.2
H -2.353 -5.432 4.927 -0.1 -0.2 0.0
H -0.989 -6.513 5.293 -0.1 0.0 0.1
H -2.776 -7.873 4.490 0.4 -0.2 0.2
H -1.532 -7.844 3.196 0.1 -0.1 0.2
H -4.806 -7.437 1.782 0.1 0.1 -0.1
H -3.883 -8.682 2.557 0.3 -0.1 -0.2
H -3.206 -7.825 1.100 0.1 -0.2 0.1
As 0.213 1.045 0.223 -1.3 -0.4 0.0
F -0.423 1.162 -1.390 -0.1 0.0 -0.2
F 1.775 0.827 -0.468 0.6 -0.3 0.2
F 0.777 0.897 1.842 0.5 -0.1 0.2
F -1.404 1.230 0.851 -0.1 0.2 -0.1
F -0.104 -0.684 0.189 0.4 0.0 -0.2
F 0.465 2.745 0.285 0.1 0.4 -0.1
```
Positions in Å, forces in eV/Å.